Below is a structure of composition C23H43IInO7, with properties calculated with ωB97M-V with the def2-TZVPD basis set.

Each line ends with the Löwdin charge.
CARTESIAN COORDINATES (ANGSTROEM)
1 C 6.99 -3.28 0.25  -0.19
2 C 6.79 -1.83 -0.13  -0.29
3 In 5.79 -1.16 -2.04  0.33
4 C 7.03 0.59 -2.84  -0.29
5 I 6.00 -3.30 -3.94  -0.07
6 C 3.58 -0.72 -1.87  -0.23
7 C 3.14 0.22 -0.60  -0.31
8 O 3.98 0.45 0.42  -0.02
9 O 1.80 0.87 -0.58  -0.04
10 C 0.72 -0.16 -0.57  -0.24
11 C 0.18 -0.94 -1.93  -0.04
12 O 0.09 -0.49 0.58  -0.03
13 H 7.55 -3.49 1.28  0.04
14 H 6.58 -4.16 -0.43  0.03
15 H 7.22 -1.02 0.62  0.02
16 H 6.59 1.08 -3.81  -0.03
17 H 7.32 1.38 -2.00  0.00
18 H 8.08 0.11 -3.17  -0.01
19 H 2.98 -1.74 -1.80  0.06
20 H 3.20 -0.18 -2.86  0.06
21 H -1.01 -0.97 -1.98  0.10
22 H 0.51 -0.38 -2.92  0.09
23 H 0.52 -2.07 -1.95  0.10
24 C 8.11 1.94 -7.80  -0.19
25 C 7.06 3.03 -7.82  -0.19
26 C 6.34 2.80 -6.51  -0.20
27 O 7.29 2.25 -5.60  -0.16
28 C 8.47 1.88 -6.33  -0.20
29 H 8.96 2.15 -8.44  0.11
30 H 7.66 0.99 -8.11  0.12
31 H 7.55 4.01 -7.81  0.11
32 H 6.40 2.99 -8.69  0.11
33 H 5.53 2.06 -6.63  0.12
34 H 5.91 3.72 -6.10  0.12
35 H 9.26 2.61 -6.09  0.12
36 H 8.80 0.89 -6.02  0.12
37 C -0.30 -0.77 3.71  -0.19
38 C -0.50 -0.24 5.10  -0.18
39 C -0.83 -1.50 5.87  -0.21
40 O -0.13 -2.57 5.22  -0.14
41 C 0.36 -2.10 3.96  -0.19
42 H 0.30 -0.11 3.07  0.11
43 H -1.28 -0.92 3.22  0.09
44 H 0.44 0.19 5.47  0.12
45 H -1.28 0.52 5.18  0.11
46 H -1.90 -1.72 5.84  0.10
47 H -0.51 -1.44 6.92  0.11
48 H 1.45 -2.00 4.05  0.12
49 H 0.14 -2.84 3.18  0.12
50 C -4.21 -0.64 3.59  -0.18
51 C -3.95 -1.87 2.75  -0.18
52 C -5.35 -2.40 2.53  -0.20
53 O -6.23 -1.27 2.53  -0.15
54 C -5.51 -0.13 3.01  -0.21
55 H -3.40 0.09 3.55  0.11
56 H -4.36 -0.94 4.63  0.12
57 H -3.51 -1.57 1.79  0.12
58 H -3.29 -2.59 3.22  0.12
59 H -5.65 -3.07 3.35  0.12
60 H -5.45 -2.95 1.58  0.12
61 H -5.33 0.53 2.15  0.12
62 H -6.11 0.41 3.74  0.11
63 C -9.13 0.98 2.45  -0.19
64 C -10.56 1.01 1.99  -0.18
65 C -10.78 2.49 1.73  -0.21
66 O -9.52 3.03 1.33  -0.14
67 C -8.50 2.06 1.59  -0.21
68 H -8.65 0.01 2.33  0.11
69 H -9.07 1.27 3.50  0.12
70 H -10.66 0.45 1.05  0.12
71 H -11.26 0.60 2.72  0.11
72 H -11.09 3.01 2.65  0.11
73 H -11.53 2.67 0.95  0.12
74 H -8.17 1.65 0.62  0.12
75 H -7.64 2.54 2.07  0.12

Values from the calculation:
E_LUMO = 2.039 eV
spin multiplicity = 1
calculated total energy = -1916.47553 Eh
Kohn-Sham gap = 7.2340 eV
HOMO level = -5.19 eV
net charge = -1


Below is a structure of composition C23H43LaN2O2P3, with properties calculated with ωB97M-V with the def2-TZVPD basis set.

Each line ends with the Löwdin charge.
CARTESIAN COORDINATES (ANGSTROEM)
1 La 0.24 -2.04 -0.78  1.70
2 P 0.08 1.00 1.09  0.82
3 P -1.42 -1.85 1.82  0.70
4 P 0.62 0.89 -2.50  0.81
5 H -2.36 -4.39 -1.26  0.10
6 C -1.45 -4.32 -1.88  0.00
7 C -0.14 -4.39 -1.49  -0.26
8 H 0.22 -4.99 -0.64  0.10
9 C -1.41 2.07 0.99  -0.23
10 C 0.13 1.03 2.93  -0.25
11 C 1.37 2.31 0.90  -0.22
12 C -1.94 -3.49 1.21  -0.29
13 C -0.91 -2.39 3.49  -0.25
14 C -3.10 -1.14 2.14  -0.24
15 C 0.67 0.32 -4.25  -0.25
16 C 1.87 2.24 -2.58  -0.25
17 C -0.93 1.87 -2.68  -0.25
18 H -1.71 -4.51 -2.93  0.11
19 H 0.66 -4.13 -2.23  0.08
20 H -1.32 2.82 1.79  0.07
21 H -2.31 1.46 1.17  0.04
22 H -1.49 2.57 0.02  0.04
23 H -0.06 2.06 3.24  0.08
24 H 1.12 0.72 3.30  0.05
25 H -0.65 0.38 3.36  0.02
26 H 0.99 3.22 1.39  0.08
27 H 1.59 2.53 -0.15  0.00
28 H 2.30 2.00 1.40  0.05
29 H -2.92 -3.73 1.63  0.08
30 H -1.22 -4.28 1.45  0.07
31 H -2.05 -3.43 0.12  -0.04
32 H -1.78 -2.79 4.01  0.08
33 H -0.48 -1.56 4.06  0.04
34 H -0.15 -3.17 3.38  0.06
35 H -3.77 -1.95 2.46  0.07
36 H -3.48 -0.70 1.21  0.05
37 H -3.06 -0.37 2.92  0.06
38 H 0.85 1.19 -4.88  0.07
39 H -0.29 -0.15 -4.52  0.03
40 H 1.47 -0.42 -4.36  0.06
41 H 2.14 2.43 -3.62  0.07
42 H 2.77 1.92 -2.03  0.03
43 H 1.47 3.16 -2.12  0.05
44 H -1.12 2.07 -3.75  0.07
45 H -0.82 2.82 -2.15  0.04
46 H -1.77 1.30 -2.28  0.03
47 C -1.90 -1.89 -3.55  -0.44
48 C -3.27 -1.66 -3.31  -0.01
49 C -4.14 -1.75 -4.37  -0.04
50 C -3.68 -2.02 -5.66  -0.03
51 C -2.35 -2.39 -5.87  -0.03
52 C -1.46 -2.37 -4.81  -0.03
53 O -1.02 -1.61 -2.60  -0.45
54 H -1.42 -0.64 -0.82  0.05
55 H -3.58 -1.44 -2.28  0.12
56 H -5.20 -1.57 -4.18  0.13
57 H -4.36 -1.97 -6.52  0.13
58 H -1.98 -2.69 -6.85  0.13
59 H -0.41 -2.64 -4.91  0.13
60 N 6.38 0.02 3.48  0.19
61 C 6.21 0.08 2.11  -0.46
62 O 7.14 0.35 1.36  0.11
63 C 4.87 -0.29 1.56  -0.08
64 C 3.82 -0.83 2.32  0.02
65 C 2.64 -1.25 1.71  -0.15
66 N 2.43 -1.16 0.36  -0.16
67 C 3.42 -0.57 -0.38  -0.13
68 C 4.63 -0.15 0.18  0.05
69 H 7.28 0.36 3.81  0.14
70 H 5.60 0.15 4.10  0.10
71 H 3.92 -0.97 3.39  0.13
72 H 1.81 -1.69 2.29  0.10
73 H 3.25 -0.45 -1.47  0.10
74 H 5.41 0.27 -0.47  0.14

Values from the calculation:
E_LUMO (alpha / beta) = -11.330 / -12.807 eV
spin multiplicity = 1
calculated total energy = -2216.72778 Eh
Kohn-Sham gap (alpha / beta) = 4.6661 / 3.0548 eV
HOMO level (alpha / beta) = -16.00 / -15.86 eV
net charge = +3
energy above the lowest of the compared OMol25 structures with the same formula, charge and spin = 92.0 kcal per mole


Below is a structure of composition C23H43N2OP3PtS, with properties calculated with ωB97M-V with the def2-TZVPD basis set.

Each line ends with the Löwdin charge.
CARTESIAN COORDINATES (ANGSTROEM)
1 Pt -0.08 -0.04 -0.05  0.54
2 P 1.96 1.28 0.56  0.70
3 P -1.54 0.31 1.72  0.67
4 P -0.94 1.63 -1.36  0.62
5 H 0.71 -4.03 -6.88  0.13
6 C 0.71 -2.92 -6.83  0.12
7 C 1.88 -2.27 -6.75  0.15
8 H 2.73 -2.74 -6.23  0.11
9 C 3.42 0.32 1.04  -0.24
10 C 1.65 2.39 1.96  -0.22
11 C 2.59 2.35 -0.77  -0.23
12 C -3.05 -0.69 1.36  -0.22
13 C -1.03 -0.19 3.44  -0.22
14 C -2.13 2.03 2.03  -0.22
15 C -0.41 1.76 -3.12  -0.27
16 C -0.84 3.40 -0.87  -0.21
17 C -2.73 1.30 -1.62  -0.24
18 H -0.22 -2.40 -7.10  0.13
19 H 2.13 -1.48 -7.48  0.14
20 H 3.52 -0.60 0.46  0.05
21 H 3.39 0.09 2.11  0.05
22 H 4.30 0.95 0.86  0.08
23 H 1.21 1.85 2.81  0.04
24 H 1.00 3.22 1.65  0.05
25 H 2.64 2.78 2.25  0.08
26 H 2.82 1.77 -1.67  0.03
27 H 3.52 2.77 -0.37  0.08
28 H 1.89 3.16 -0.99  0.03
29 H -3.79 -0.49 2.15  0.08
30 H -2.76 -1.75 1.35  0.04
31 H -3.45 -0.41 0.36  0.03
32 H -1.81 0.19 4.13  0.08
33 H -0.05 0.26 3.67  0.04
34 H -0.98 -1.30 3.49  0.05
35 H -2.77 2.00 2.93  0.08
36 H -2.72 2.41 1.17  0.05
37 H -1.26 2.69 2.22  0.04
38 H -1.01 2.52 -3.64  0.08
39 H -0.53 0.80 -3.64  0.03
40 H 0.63 2.07 -3.20  0.03
41 H -1.59 3.96 -1.43  0.09
42 H 0.15 3.81 -1.10  0.04
43 H -1.03 3.52 0.19  0.02
44 H -3.14 1.99 -2.38  0.08
45 H -3.29 1.43 -0.70  0.03
46 H -2.87 0.27 -1.98  0.05
47 C 0.71 -2.09 -2.90  -0.52
48 C -0.68 -2.28 -2.76  -0.11
49 C -1.34 -3.09 -3.72  -0.02
50 C -0.58 -3.96 -4.52  -0.06
51 C 0.82 -4.08 -4.30  -0.07
52 C 1.45 -3.05 -3.62  -0.13
53 S 1.65 -0.61 -2.28  0.67
54 H 2.31 -0.03 -3.50  0.02
55 H -1.27 -1.77 -1.98  0.07
56 H -2.43 -3.05 -3.83  0.13
57 H -1.05 -4.52 -5.33  0.13
58 H 1.41 -4.88 -4.74  0.14
59 H 2.52 -2.88 -3.74  0.11
60 N 1.47 -5.23 4.79  0.31
61 C 0.93 -5.38 3.54  -0.28
62 O 0.53 -6.49 3.16  0.41
63 C 0.78 -4.16 2.68  -0.09
64 C -0.03 -4.17 1.53  0.06
65 C -0.13 -3.03 0.75  -0.08
66 N 0.47 -1.87 1.09  -0.09
67 C 1.25 -1.86 2.19  -0.13
68 C 1.49 -2.99 2.95  0.05
69 H 1.42 -6.05 5.39  0.17
70 H 1.50 -4.30 5.21  0.15
71 H -0.51 -5.10 1.23  0.14
72 H -0.81 -3.03 -0.10  0.11
73 H 1.73 -0.91 2.41  0.08
74 H 2.15 -2.85 3.81  0.14

Values from the calculation:
E_LUMO (alpha / beta) = -12.123 / -15.295 eV
expectation value of S² = 6.024
spin multiplicity = 5
calculated total energy = -2626.90013 Eh
Kohn-Sham gap (alpha / beta) = 4.6634 / 3.8418 eV
HOMO level (alpha / beta) = -16.79 / -19.14 eV
net charge = +4
energy above the lowest of the compared OMol25 structures with the same formula, charge and spin = 47.1 kcal per mole